(1)
Molecular formula: C4H8O2
Method: DFT, wB97M-V/def2-TZVPD

Properties
Lowest unoccupied orbital energy   1.06 eV
ΔE to the lowest compared entry with this formula, charge and spin   192.2 kJ/mol
Frontier orbital gap   11.21 eV

The geometry in XYZ format:
```
14
C4H8O2, DFT wB97M-V/def2-TZVPD
C -1.664 0.616 0.537
C -0.622 -0.270 -0.124
O -0.992 -0.483 -1.473
C 0.780 0.315 -0.160
C 1.944 -0.387 0.396
O 1.626 -0.476 -0.986
H -1.673 1.620 0.098
H -2.653 0.174 0.384
H -1.494 0.703 1.617
H -0.584 -1.235 0.411
H -0.175 -0.804 -1.884
H 0.848 1.382 -0.384
H 1.791 -1.306 0.964
H 2.869 0.152 0.602
```

(2)
Molecular formula: C22H24IrN4O2S
Method: DFT, wB97M-V/def2-TZVPD

Properties
Spin multiplicity   2
Expectation value of S²   0.757
Lowest unoccupied orbital energy (spin up / spin down)   -8.88 / -9.13 eV
Net charge   +2
ΔE to the lowest compared entry with this formula, charge and spin   170.9 kJ/mol
Frontier orbital gap (spin up / spin down)   5.93 / 5.67 eV

The geometry in XYZ format:
```
54
C22H24IrN4O2S, DFT wB97M-V/def2-TZVPD
Ir 0.034 0.014 0.291
C -3.641 4.419 5.529
C -2.817 3.293 5.000
C -1.470 3.161 5.352
C -0.692 2.141 4.839
C -1.272 1.245 3.950
C -2.616 1.331 3.600
C -3.378 2.355 4.128
S -0.265 -0.002 3.213
O 0.800 0.647 2.412
O 0.151 -1.030 4.098
N -1.174 -0.547 1.949
C -1.559 -1.782 1.489
C -2.234 -2.786 2.166
C -2.706 -3.849 1.412
C -2.486 -3.886 0.037
C -1.724 -2.889 -0.544
N -1.260 -1.876 0.185
H -3.287 4.773 6.494
H -4.693 4.148 5.597
H -3.582 5.266 4.838
H -1.023 3.870 6.036
H 0.346 2.030 5.125
H -3.058 0.601 2.937
H -4.424 2.433 3.863
H -2.390 -2.708 3.234
H -3.254 -4.645 1.897
H -2.886 -4.683 -0.572
H -1.474 -2.907 -1.596
C -0.002 3.451 -2.526
C 0.577 2.343 -1.629
C 1.489 2.936 -0.546
C -0.574 1.574 -1.047
H 0.826 4.028 -2.936
H -0.644 4.121 -1.954
H -0.578 3.036 -3.353
H 1.170 1.687 -2.276
H 0.980 3.742 -0.016
H 2.387 3.350 -1.002
H 1.791 2.184 0.192
H -1.208 1.123 -1.813
H -1.177 2.189 -0.365
N 4.258 -0.356 -4.498
C 3.998 -0.386 -3.380
C 3.702 -0.405 -1.981
C 4.716 -0.265 -1.029
C 4.375 -0.309 0.314
C 3.047 -0.435 0.671
N 2.078 -0.545 -0.250
C 2.393 -0.552 -1.552
H 5.742 -0.135 -1.345
H 5.131 -0.240 1.084
H 2.744 -0.447 1.710
H 1.590 -0.699 -2.263
```

(3)
Molecular formula: C25H28O9
Method: DFT, wB97M-V/def2-TZVPD

Properties
Lowest unoccupied orbital energy   0.40 eV
ΔE to the lowest compared entry with this formula, charge and spin   410.2 kJ/mol
Frontier orbital gap   7.75 eV

The geometry in XYZ format:
```
62
C25H28O9, DFT wB97M-V/def2-TZVPD
O -38.483 -44.705 -22.143
C -38.187 -45.771 -22.957
C -39.013 -46.300 -23.846
C -38.604 -47.313 -24.629
C -37.356 -47.991 -24.468
O -36.906 -48.862 -25.420
C -36.504 -47.420 -23.529
C -36.987 -46.378 -22.616
H -37.912 -44.185 -21.791
H -39.986 -45.852 -24.057
H -39.273 -47.620 -25.404
H -36.032 -48.954 -25.376
H -35.384 -47.902 -23.211
H -36.181 -45.943 -21.960
O -35.087 -41.671 -28.623
C -35.552 -41.858 -27.444
C -35.431 -40.814 -26.590
C -36.013 -40.789 -25.321
C -36.774 -41.880 -24.964
O -37.212 -41.944 -23.674
C -36.829 -43.148 -25.560
C -36.246 -43.131 -26.897
H -34.369 -41.990 -28.966
H -34.983 -39.967 -26.921
H -35.721 -39.870 -24.647
H -37.819 -42.661 -23.656
H -37.373 -44.007 -25.134
H -36.419 -43.967 -27.550
O -40.044 -38.557 -26.958
C -39.884 -39.131 -28.129
C -38.818 -40.190 -28.115
C -38.688 -40.852 -29.354
C -39.361 -40.553 -30.523
O -39.165 -41.300 -31.640
C -40.262 -39.492 -30.541
C -40.521 -38.791 -29.464
H -40.539 -37.713 -27.101
H -37.983 -40.440 -27.349
H -37.953 -41.426 -29.262
H -39.695 -41.042 -32.252
H -40.756 -39.147 -31.183
H -41.071 -37.860 -29.147
O -35.313 -46.603 -33.826
C -34.748 -45.929 -32.768
C -34.884 -44.546 -32.653
C -34.517 -43.873 -31.410
C -33.928 -44.759 -30.461
O -33.351 -44.134 -29.252
C -33.833 -46.065 -30.448
C -34.225 -46.700 -31.694
H -36.234 -46.994 -34.004
H -35.330 -44.105 -33.423
H -34.656 -42.951 -31.321
H -32.918 -44.859 -28.786
H -33.368 -46.638 -29.462
H -34.078 -47.570 -31.540
C -32.466 -39.635 -29.672
O -31.761 -39.320 -30.871
H -33.299 -40.510 -29.720
H -33.152 -38.731 -29.436
H -31.720 -39.832 -28.939
H -31.867 -38.495 -31.298
```

(4)
Molecular formula: C7H10O2
Method: DFT, wB97M-V/def2-TZVPD

Properties
Lowest unoccupied orbital energy   1.00 eV
ΔE to the lowest compared entry with this formula, charge and spin   721.5 kJ/mol
Frontier orbital gap   9.28 eV

The geometry in XYZ format:
```
19
C7H10O2, DFT wB97M-V/def2-TZVPD
C -0.030 -1.468 1.154
O -0.896 -0.324 1.577
C -0.393 0.877 1.244
C -0.629 2.220 0.716
C -0.454 1.059 -0.348
C 0.713 0.514 -1.204
C -0.025 -0.775 -1.690
C 0.629 -1.469 -0.399
O 1.557 -0.492 -0.325
H -0.325 -2.482 1.554
H 0.958 -1.501 1.724
H 0.559 0.849 1.551
H 0.270 2.841 0.798
H -1.559 2.480 1.065
H -1.484 1.000 -0.624
H 0.915 1.261 -1.973
H 0.164 -1.322 -2.781
H -1.090 -0.747 -1.721
H 1.121 -2.523 -0.318
```

(5)
Molecular formula: FIn
Method: DFT, wB97M-V/def2-TZVPD

Properties
Lowest unoccupied orbital energy   -19.60 eV
Net charge   +2
ΔE to the lowest compared entry with this formula, charge and spin   210.1 kJ/mol
Frontier orbital gap   6.39 eV

The geometry in XYZ format:
```
2
FIn, DFT wB97M-V/def2-TZVPD
In -0.620 0.418 1.186
F 0.620 -0.418 -1.186
```

(6)
Molecular formula: C15H29AuNSi2
Method: DFT, wB97M-V/def2-TZVPD

Properties
Spin multiplicity   3
Expectation value of S²   2.009
Lowest unoccupied orbital energy (spin up / spin down)   3.24 / 3.21 eV
Net charge   -1
Frontier orbital gap (spin up / spin down)   5.43 / 6.57 eV

The geometry in XYZ format:
```
48
C15H29AuNSi2, DFT wB97M-V/def2-TZVPD
C 0.173 -1.661 -3.421
C -1.150 -1.758 -2.900
C -1.076 -2.414 -1.638
C 0.291 -2.705 -1.371
C 1.066 -2.238 -2.476
Au 0.112 -0.346 -1.468
C -0.885 1.266 -2.404
C 0.510 1.528 -2.890
C 0.857 2.096 -4.080
N 1.424 0.960 -1.968
H -1.916 -2.617 -0.972
H -2.056 -1.393 -3.384
H 0.683 -3.176 -0.468
H 2.152 -2.295 -2.570
H 0.457 -1.159 -4.349
H -1.660 1.278 -3.180
H 2.411 1.086 -2.205
H -1.148 1.899 -1.537
H 0.094 2.537 -4.728
H 1.907 2.187 -4.383
C 2.276 1.337 1.196
Si 0.424 1.650 1.179
C -0.003 2.145 2.927
C 0.170 3.253 0.241
C -0.599 0.149 0.482
Si -0.716 -1.244 1.852
C -1.840 -0.680 3.252
C -1.596 -2.870 1.517
C 0.944 -1.738 2.550
H 2.782 2.237 1.601
H 2.663 1.149 0.180
H 2.543 0.477 1.829
H 0.570 3.056 3.192
H -1.087 2.367 3.006
H 0.309 1.348 3.629
H 0.556 3.190 -0.790
H -0.908 3.516 0.238
H 0.732 4.057 0.757
H -1.655 0.463 0.351
H -2.851 -0.478 2.841
H -1.918 -1.495 4.001
H -1.499 0.213 3.789
H -1.050 -3.532 0.829
H -1.663 -3.430 2.473
H -2.631 -2.679 1.165
H 1.604 -2.101 1.736
H 1.402 -0.883 3.078
H 0.795 -2.550 3.292
```

(7)
Molecular formula: C18H41FeN2OP3S
Method: DFT, wB97M-V/def2-TZVPD

Properties
Spin multiplicity   6
Expectation value of S²   8.839
Lowest unoccupied orbital energy (spin up / spin down)   -7.75 / -11.61 eV
Net charge   +3
ΔE to the lowest compared entry with this formula, charge and spin   124.7 kJ/mol
Frontier orbital gap (spin up / spin down)   7.19 / 5.20 eV

The geometry in XYZ format:
```
67
C18H41FeN2OP3S, DFT wB97M-V/def2-TZVPD
Fe 0.000 0.000 0.000
P 0.274 -1.885 -1.298
P 2.254 -0.060 0.560
P -2.058 0.396 -0.984
H 1.580 2.114 -1.092
C 0.526 1.927 -0.878
C 0.052 2.108 0.487
H 0.762 2.408 1.251
C 0.920 -1.718 -3.037
C 1.399 -3.259 -0.745
C -1.163 -3.001 -1.687
C 2.997 1.417 1.392
C 3.015 -1.343 1.665
C 3.428 -0.158 -0.868
C -2.861 2.043 -0.722
C -3.552 -0.648 -0.646
C -2.099 0.396 -2.834
H -0.096 2.290 -1.699
H -0.911 2.585 0.647
H 1.006 -2.689 -3.542
H 1.900 -1.235 -3.015
H 0.250 -1.072 -3.609
H 1.384 -4.087 -1.464
H 1.063 -3.627 0.229
H 2.428 -2.910 -0.642
H -0.832 -3.866 -2.274
H -1.929 -2.472 -2.258
H -1.611 -3.354 -0.754
H 4.069 1.252 1.542
H 2.519 1.578 2.362
H 2.856 2.313 0.783
H 4.098 -1.388 1.505
H 2.584 -2.328 1.483
H 2.829 -1.072 2.706
H 4.462 0.002 -0.542
H 3.153 0.603 -1.603
H 3.360 -1.137 -1.348
H -3.793 2.090 -1.295
H -2.199 2.847 -1.054
H -3.082 2.193 0.338
H -4.385 -0.346 -1.291
H -3.855 -0.523 0.397
H -3.334 -1.703 -0.814
H -3.072 0.731 -3.210
H -1.898 -0.605 -3.221
H -1.316 1.066 -3.198
C -1.028 0.000 -7.579
C -0.346 0.407 -8.729
C -0.173 1.767 -8.985
C -0.675 2.723 -8.102
C -1.355 2.304 -6.956
C -1.535 0.950 -6.688
O -1.231 -1.325 -7.272
H -0.831 -1.870 -7.969
H 0.047 -0.337 -9.420
H 0.358 2.076 -9.881
H -0.539 3.781 -8.304
H -1.751 3.040 -6.261
H -2.062 0.614 -5.801
N 0.018 -1.228 4.326
C 0.000 0.000 3.620
N -0.008 1.228 4.327
S 0.000 0.000 2.000
H 0.022 -1.237 5.356
H 0.029 -2.126 3.819
H -0.016 2.126 3.821
H -0.004 1.236 5.357
```

(8)
Molecular formula: C3H2ClFN2
Method: DFT, wB97M-V/def2-TZVPD

Properties
Lowest unoccupied orbital energy (spin up / spin down)   -0.56 / -0.56 eV
ΔE to the lowest compared entry with this formula, charge and spin   408.2 kJ/mol
Frontier orbital gap (spin up / spin down)   8.14 / 8.14 eV

The geometry in XYZ format:
```
9
C3H2ClFN2, DFT wB97M-V/def2-TZVPD
C 0.414 0.901 0.042
C -1.940 0.711 0.539
C 0.112 -1.441 -0.202
N -0.816 1.092 0.039
N 0.996 -0.352 -0.012
F -2.934 0.706 -0.273
Cl 0.892 -2.948 0.015
H 1.194 1.784 -0.116
H 2.082 -0.453 -0.033
```

(9)
Molecular formula: C17H20AuN3O3S
Method: DFT, wB97M-V/def2-TZVPD

Properties
Lowest unoccupied orbital energy (spin up / spin down)   -9.13 / -9.23 eV
Net charge   +2
Frontier orbital gap (spin up / spin down)   5.22 / 5.10 eV

The geometry in XYZ format:
```
45
C17H20AuN3O3S, DFT wB97M-V/def2-TZVPD
Au -0.348 1.662 -0.850
O -3.808 -2.395 -0.486
C -2.968 -2.894 -1.406
C -3.137 -4.171 -1.934
C -2.265 -4.636 -2.896
C -1.204 -3.851 -3.364
C -1.023 -2.596 -2.848
C -1.891 -2.093 -1.848
C -1.615 -0.792 -1.327
O -0.650 -0.083 -1.825
N -2.325 -0.287 -0.291
N -2.068 0.876 0.126
C -2.494 1.679 1.035
C -1.769 2.934 1.247
C -2.120 3.828 2.235
C -1.384 5.003 2.374
C -0.324 5.248 1.523
C -0.010 4.311 0.550
N -0.716 3.190 0.418
H -4.502 -3.039 -0.288
H -3.961 -4.786 -1.596
H -2.412 -5.631 -3.296
H -0.542 -4.231 -4.128
H -0.218 -1.967 -3.198
H -3.366 1.400 1.616
H -2.959 3.614 2.882
H -1.648 5.717 3.142
H 0.264 6.151 1.596
H 0.812 4.453 -0.139
C 4.377 0.270 2.618
C 3.906 0.645 1.219
S 2.135 0.381 1.065
O 1.752 1.213 -0.178
C 2.081 -1.339 0.533
C 2.595 -1.587 -0.874
H 5.459 0.381 2.668
H 4.147 -0.767 2.865
H 3.933 0.912 3.376
H 4.406 0.075 0.438
H 4.030 1.706 1.003
H 1.032 -1.627 0.637
H 2.639 -1.884 1.298
H 2.142 -0.900 -1.586
H 2.337 -2.604 -1.165
H 3.677 -1.493 -0.945
```

(10)
Molecular formula: CH5N3O2S
Method: DFT, wB97M-V/def2-TZVPD

Properties
Lowest unoccupied orbital energy   0.65 eV
ΔE to the lowest compared entry with this formula, charge and spin   147.7 kJ/mol
Frontier orbital gap   10.85 eV

The geometry in XYZ format:
```
12
CH5N3O2S, DFT wB97M-V/def2-TZVPD
H -2.834 1.595 -0.338
N -1.957 1.032 -0.133
C -1.227 0.683 -1.029
N -0.008 0.037 -0.920
S 0.651 -0.859 0.361
N 1.741 -0.039 1.269
O 1.517 -1.867 -0.201
O -0.394 -1.319 1.195
H -1.557 0.849 -2.173
H 0.432 0.042 -1.786
H 1.312 0.486 2.021
H 2.323 -0.639 1.733
```

(11)
Molecular formula: C2F2N2
Method: DFT, wB97M-V/def2-TZVPD

Properties
Lowest unoccupied orbital energy   -2.85 eV
ΔE to the lowest compared entry with this formula, charge and spin   364.5 kJ/mol
Frontier orbital gap   9.45 eV

The geometry in XYZ format:
```
6
C2F2N2, DFT wB97M-V/def2-TZVPD
C 0.453 -1.240 -0.838
C 0.027 0.752 0.203
N 0.871 -2.209 -1.251
N -0.796 0.475 1.047
F 0.592 1.708 -0.451
F -1.447 1.476 1.811
```

(12)
Molecular formula: C20H47FO3S
Method: DFT, wB97M-V/def2-TZVPD

Properties
Lowest unoccupied orbital energy   -0.04 eV
Frontier orbital gap   10.36 eV

The geometry in XYZ format:
```
72
C20H47FO3S, DFT wB97M-V/def2-TZVPD
O -1.583 -5.051 5.327
S -2.513 -5.057 4.051
O -2.616 -3.414 3.610
O -3.992 -5.686 4.624
C -5.104 -5.438 3.692
C -5.900 -4.013 4.051
F -6.806 -4.162 5.241
H -2.918 -3.285 2.663
H -4.633 -5.277 2.619
H -5.861 -6.340 3.623
H -6.566 -3.797 3.085
H -5.140 -3.112 4.204
C 0.242 -3.675 1.543
C 0.144 -2.348 0.808
C 1.506 -1.678 0.598
C 2.248 -1.297 1.884
C 1.480 -0.361 2.821
C 1.177 0.992 2.196
H 0.653 -3.551 2.549
H -0.752 -4.122 1.645
H 0.875 -4.378 0.994
H -0.536 -1.677 1.344
H -0.312 -2.525 -0.174
H 1.365 -0.787 -0.023
H 2.146 -2.351 0.015
H 3.198 -0.822 1.606
H 2.518 -2.205 2.435
H 2.084 -0.201 3.723
H 0.550 -0.830 3.155
H 2.101 1.500 1.903
H 0.651 1.630 2.914
H 0.541 0.896 1.312
C -4.559 4.931 -0.003
C -3.888 4.194 -1.152
C -3.282 2.852 -0.729
C -2.162 2.944 0.313
C -0.969 3.813 -0.092
C -0.241 3.289 -1.321
H -3.848 5.179 0.789
H -4.996 5.868 -0.362
H -5.362 4.327 0.430
H -3.124 4.835 -1.606
H -4.636 4.008 -1.932
H -2.911 2.339 -1.623
H -4.079 2.214 -0.326
H -1.806 1.928 0.528
H -2.569 3.323 1.258
H -0.261 3.845 0.745
H -1.286 4.845 -0.265
H 0.131 2.274 -1.149
H 0.616 3.930 -1.553
H -0.890 3.275 -2.201
C 6.199 -0.781 -3.157
C 5.190 -0.468 -4.250
C 4.757 1.002 -4.262
C 4.040 1.479 -2.994
C 2.779 0.692 -2.628
C 1.689 0.787 -3.685
H 5.786 -0.600 -2.161
H 6.493 -1.834 -3.207
H 7.101 -0.172 -3.274
H 4.319 -1.125 -4.148
H 5.641 -0.706 -5.221
H 4.114 1.170 -5.133
H 5.642 1.631 -4.417
H 3.775 2.536 -3.125
H 4.734 1.447 -2.146
H 2.384 1.087 -1.684
H 3.021 -0.359 -2.443
H 1.395 1.829 -3.847
H 0.803 0.230 -3.364
H 2.015 0.368 -4.641
```